Record 1
Computed, not measured: a cluster of 7 separate species, C19H41Cl12FNO in total, with the ωB97M-V functional and the def2-TZVPD basis.

## Properties
Charge   +1
Gap between HOMO and LUMO   9.800 eV
Electronic energy   -6500.4819 hartree
Max |F|   0.326 eV Å⁻¹
Spin multiplicity   1

Each line ends with the Mulliken charge.
Positions of all 75 atoms, in Å:
1 C 3.3881 -4.6007 0.1570  -0.98
2 C 2.0708 -4.7135 -0.6182  -0.70
3 C 1.3369 -3.3965 -0.7919  -0.38
4 N 0.5626 -3.0354 0.4697  -0.06
5 C -0.8763 -3.4728 0.4156  -0.76
6 C -1.6776 -2.8624 -0.7253  -0.04
7 F -1.7949 -3.7989 -1.7350  -0.35
8 C 0.7276 -1.5751 0.8703  -0.22
9 O 0.4805 -0.7843 -0.2149  0.16
10 C 1.5087 0.1518 -0.5944  -0.57
11 H 4.1122 -5.3350 -0.1898  0.37
12 H 3.8404 -3.6139 0.0344  0.21
13 H 3.2583 -4.7633 1.2280  0.30
14 H 1.4061 -5.4290 -0.1193  0.28
15 H 2.2325 -5.1299 -1.6123  0.45
16 H 2.0163 -2.5657 -0.9744  0.28
17 H 0.6162 -3.4214 -1.6061  0.33
18 H 0.9933 -3.5736 1.2265  0.43
19 H -0.8684 -4.5561 0.2892  0.37
20 H -1.3134 -3.2451 1.3865  0.52
21 H -1.2030 -1.9726 -1.1347  0.15
22 H -2.6766 -2.6048 -0.3756  0.38
23 H 0.0038 -1.4064 1.6744  0.26
24 H 1.7463 -1.4847 1.2498  0.04
25 H 2.0171 -0.2141 -1.4853  0.33
26 H 2.2328 0.2732 0.2132  0.07
27 H 1.0370 1.1093 -0.8020  0.09
28 Cl 0.5378 3.6528 -3.7862  -0.17
29 C -0.9417 2.9412 -3.0830  -0.10
30 C -1.0534 1.4713 -3.4025  -0.11
31 Cl -1.3103 1.1814 -5.1419  -0.18
32 H -1.7861 3.4951 -3.4848  0.45
33 H -0.8851 3.0890 -2.0056  -0.08
34 H -1.9080 1.0409 -2.8827  0.19
35 H -0.1460 0.9431 -3.1159  0.04
36 Cl 3.4820 -2.2864 3.0403  -0.14
37 C 4.5940 -0.9741 3.5652  -0.50
38 C 4.6648 0.1291 2.5400  -0.52
39 Cl 5.3232 -0.4289 0.9833  -0.16
40 H 5.5563 -1.4505 3.7272  0.35
41 H 4.2077 -0.5851 4.5042  0.34
42 H 5.3122 0.9204 2.9140  0.41
43 H 3.6796 0.5464 2.3426  0.24
44 Cl 2.8304 3.9136 -0.4585  -0.08
45 C 4.3922 3.8671 -1.3246  -0.60
46 C 4.2417 3.2876 -2.7085  -0.33
47 Cl 3.8129 1.5541 -2.6420  -0.15
48 H 5.0833 3.2834 -0.7225  0.29
49 H 4.7484 4.8929 -1.3970  0.36
50 H 5.1849 3.3605 -3.2456  0.34
51 H 3.4553 3.7856 -3.2679  0.18
52 Cl -6.6164 -3.9572 -2.5959  -0.18
53 C -5.1763 -4.9052 -2.1552  0.00
54 C -5.4254 -5.8112 -0.9769  -0.49
55 Cl -5.6707 -4.8884 0.5341  -0.19
56 H -4.3744 -4.2027 -1.9430  -0.13
57 H -4.9010 -5.5056 -3.0206  0.32
58 H -4.5595 -6.4519 -0.8204  0.29
59 H -6.3078 -6.4272 -1.1271  0.37
60 Cl -0.0335 3.7160 1.2753  -0.13
61 C -1.5207 3.0819 2.0316  -0.40
62 C -1.7040 1.6200 1.7116  -0.45
63 Cl -2.0142 1.3656 -0.0306  -0.14
64 H -2.3577 3.6740 1.6745  0.09
65 H -1.4232 3.2126 3.1078  0.42
66 H -2.5578 1.2184 2.2536  0.47
67 H -0.8061 1.0572 1.9602  0.06
68 Cl -5.5982 7.9454 3.8823  -0.17
69 C -3.9761 7.6845 3.1991  -0.44
70 C -4.0182 6.8546 1.9407  -0.41
71 Cl -4.5373 5.1714 2.2677  -0.20
72 H -3.3698 7.2085 3.9656  0.30
73 H -3.5596 8.6628 2.9653  0.31
74 H -3.0253 6.8038 1.4978  0.27
75 H -4.7204 7.2631 1.2193  0.37

---

Record 2
Computed, not measured: a cluster of 4 separate species, C19H41ClN2O3 in total in a non-equilibrium geometry, with the ωB97M-V functional and the def2-TZVPD basis.

## Properties
Gap between HOMO and LUMO   5.364 eV
Electronic energy   -1543.8981 hartree
Max |F|   2.149 eV Å⁻¹
Spin multiplicity   1

Each line ends with the Mulliken charge.
Positions of all 66 atoms, in Å:
1 C 0.9421 -6.5221 -3.0605  -1.43
2 C 0.3697 -5.5530 -2.0039  -0.25
3 C -0.1457 -4.3046 -2.6582  -0.66
4 N -0.6998 -3.2714 -1.6951  0.63
5 C -1.7420 -3.8510 -0.7737  -0.87
6 C -2.6013 -2.8224 -0.0553  -0.81
7 C -3.1570 -1.7647 -0.9870  -0.81
8 C -1.9907 -1.0776 -1.6829  -0.06
9 C -1.2716 -2.1411 -2.4825  -0.99
10 C 0.4357 -2.6853 -0.8798  -0.68
11 H 1.5145 -7.2711 -2.5205  0.41
12 H 1.6131 -5.9398 -3.6947  0.35
13 H 0.1935 -6.9833 -3.7027  0.34
14 H 1.1820 -5.4235 -1.2840  0.38
15 H -0.3693 -6.0521 -1.3725  0.35
16 H -1.0174 -4.5235 -3.2810  0.33
17 H 0.5977 -3.7324 -3.2117  0.41
18 H -2.2895 -4.5872 -1.3741  0.46
19 H -1.2001 -4.4973 -0.0821  0.52
20 H -3.3295 -3.3595 0.5526  0.41
21 H -1.9444 -2.3711 0.6993  0.35
22 H -3.8652 -2.1924 -1.7002  0.34
23 H -3.6531 -1.0510 -0.3251  0.40
24 H -2.3361 -0.3057 -2.3739  0.34
25 H -1.4036 -0.5564 -0.9200  0.01
26 H -1.9767 -2.5645 -3.2069  0.39
27 H -0.4607 -1.7457 -3.0971  0.52
28 H 0.9190 -1.9471 -1.5101  0.13
29 H 1.0959 -3.4640 -0.5221  0.56
30 H -0.0686 -2.1993 -0.0538  -0.12
31 C -0.8128 2.8693 -1.7562  -1.39
32 C -1.0813 3.4062 -0.3517  -0.08
33 C 0.1666 3.2772 0.4885  -0.79
34 N 0.0772 3.7878 1.9283  0.21
35 C 1.2507 3.2445 2.7060  -0.34
36 C 2.5854 3.9514 2.4948  -0.61
37 C 2.4339 5.4686 2.4578  -0.80
38 C 1.3406 5.8786 1.4865  -0.66
39 C 0.0148 5.3255 1.9199  -0.77
40 C -1.1606 3.2389 2.4890  -0.93
41 H -0.0597 3.4319 -2.3072  0.39
42 H -1.7458 2.8048 -2.3186  0.41
43 H -0.4960 1.8222 -1.7274  0.23
44 H -1.8801 2.7625 0.0190  0.32
45 H -1.4675 4.4266 -0.3960  0.18
46 H 1.0049 3.7950 0.0366  0.34
47 H 0.4105 2.2160 0.5993  0.32
48 H 1.3158 2.1880 2.4392  0.14
49 H 0.9771 3.3403 3.7579  0.41
50 H 2.9432 3.6740 1.4962  0.28
51 H 3.3433 3.6747 3.2201  0.45
52 H 3.3120 6.0742 2.2325  0.41
53 H 2.1342 5.8359 3.4511  0.30
54 H 1.6295 5.5295 0.4899  0.31
55 H 1.2258 6.9468 1.2858  0.43
56 H -0.8530 5.5246 1.3009  0.52
57 H -0.1868 5.4907 2.9805  0.49
58 H -1.2614 3.4763 3.5481  0.40
59 H -1.2040 2.1716 2.2617  0.24
60 H -2.0401 3.7426 2.0849  0.42
61 Cl -0.0084 -0.3475 1.9614  -0.80
62 O 2.0860 -2.8220 1.2712  -0.27
63 C 3.3380 -3.0591 1.8285  0.56
64 O 3.5469 -2.5279 2.9402  -0.74
65 O 4.1366 -3.7287 1.1495  -0.74
66 H 1.6434 -2.1313 1.7912  0.21

---

Record 3
Computed, not measured: a cluster of 2 separate species, C19H41ClN6OS in total in a non-equilibrium geometry, with the ωB97M-V functional and the def2-TZVPD basis.

## Properties
Charge   +1
Gap between HOMO and LUMO (alpha / beta)   7.044 / 7.636 eV
Electronic energy   -2010.1664 hartree
Max |F|   5.421 eV Å⁻¹
Spin multiplicity   2

Each line ends with the Mulliken spin population.
Positions of all 69 atoms, in Å:
1 C 4.4972 6.1910 0.2106  0.00
2 C 4.8716 4.6355 0.5958  0.00
3 C 3.6142 3.8252 1.3314  0.00
4 N 3.0060 2.7709 0.4132  0.00
5 C 3.8118 1.7305 0.0128  0.00
6 N 5.2780 1.4214 0.3404  0.00
7 C 5.1702 -0.0586 0.7194  0.00
8 N 6.5343 -0.5978 0.2460  0.00
9 S 5.2831 0.0212 2.5867  0.00
10 C 3.8135 -0.6266 -0.0088  0.00
11 C 4.2595 -1.7564 -1.1576  0.00
12 N 4.8751 -1.0302 -2.3723  0.00
13 C 2.6473 -1.3668 0.8731  0.00
14 C 1.1666 -0.6692 0.8019  0.00
15 C 0.4481 -0.4948 2.3024  0.00
16 Cl 0.1121 -1.7689 -0.3156  0.00
17 N 3.4717 0.5541 -0.8937  0.00
18 H 5.5449 6.7521 0.0878  0.00
19 H 3.8483 6.7101 1.0535  0.00
20 H 3.9563 6.1580 -0.8349  0.00
21 H 5.8109 4.5560 1.3180  0.00
22 H 5.2181 4.1010 -0.4124  0.00
23 H 3.9136 3.3921 2.3932  0.00
24 H 2.7820 4.6443 1.5063  0.00
25 H 2.0120 2.8059 0.0526  0.00
26 H 5.7323 2.0244 1.0615  0.00
27 H 7.2730 0.0805 0.5649  0.00
28 H 6.7123 -1.5446 0.6570  0.00
29 H 5.1896 1.3565 3.0637  0.00
30 H 5.0366 -2.5344 -0.7570  0.00
31 H 3.3044 -2.3163 -1.6037  0.00
32 H 4.4599 -1.4488 -3.2558  0.00
33 H 5.8857 -1.3485 -2.4123  0.00
34 H 2.5278 -2.4672 0.4304  0.00
35 H 2.9039 -1.5138 2.0120  0.00
36 H 1.1360 0.3966 0.3208  0.00
37 H -0.5861 -1.0473 2.2885  0.00
38 H 1.1689 -0.8268 3.1672  0.00
39 H 0.1913 0.6627 2.4415  0.00
40 H 2.5365 0.5558 -1.3528  0.00
41 C -5.9759 -3.3540 -1.1216  0.01
42 C -6.2846 -2.0610 -0.3097  0.02
43 C -6.7487 -0.9239 -1.2668  0.02
44 C -5.6206 -0.3208 -2.0956  -0.02
45 C -4.4640 0.1245 -1.2034  0.02
46 C -3.9625 -1.0056 -0.2619  0.02
47 N -5.0734 -1.6711 0.4919  0.27
48 O -5.4933 -0.7821 1.4987  0.65
49 C -3.1811 -2.0524 -1.1050  0.02
50 C -2.8650 -0.4155 0.6823  0.00
51 C -7.5074 -2.4587 0.5850  0.00
52 H -6.7935 -4.0821 -1.0661  0.00
53 H -5.8157 -3.1532 -2.1846  0.00
54 H -5.0991 -3.8825 -0.7326  -0.01
55 H -7.2164 -0.1173 -0.6867  0.00
56 H -7.5277 -1.2993 -1.9437  0.00
57 H -5.2729 -1.0344 -2.8464  0.00
58 H -6.0003 0.5415 -2.6558  0.00
59 H -3.6440 0.4852 -1.8362  0.00
60 H -4.7922 0.9880 -0.6114  0.00
61 H -2.8749 -2.9046 -0.4867  -0.01
62 H -2.2667 -1.6171 -1.5282  0.00
63 H -3.7428 -2.4336 -1.9584  0.00
64 H -3.2263 0.4335 1.2723  0.00
65 H -2.0058 -0.0466 0.1085  0.00
66 H -2.4917 -1.1806 1.3747  0.00
67 H -7.2339 -3.2633 1.2802  0.00
68 H -8.3379 -2.8204 -0.0344  0.00
69 H -7.9001 -1.6217 1.1657  0.00